No. 1
Here is a structure of composition C26H25N6O2SSn from the OMol25 dataset. Energies are from ωB97M-V with the def2-TZVPD basis set.

Element x y z (Å)
Sn  0.3287  0.3630  -0.1693
N  0.2560  0.7328  1.9995
C  1.4449  0.9708  2.8017
C  1.2012  1.4631  4.0785
C  2.2337  1.7728  4.9383
C  3.5346  1.6020  4.4938
C  3.7693  1.1026  3.2285
C  2.7440  0.7313  2.3427
C  3.1639  0.1913  1.0003
C  4.4656  -0.3188  0.8925
C  5.0469  -0.6232  -0.3235
C  4.3420  -0.4224  -1.4980
C  3.0215  -0.0201  -1.4122
C  2.4125  0.2463  -0.1875
H  -0.4044  1.4840  2.1896
H  -0.1983  -0.1567  2.3359
H  0.1732  1.6007  4.3923
H  2.0256  2.1562  5.9272
H  4.3710  1.8685  5.1248
H  4.7954  1.0347  2.9044
H  5.0468  -0.4924  1.7849
H  6.0579  -1.0068  -0.3485
H  4.7980  -0.6181  -2.4590
H  2.4505  0.0632  -2.3257
N  0.0506  0.9291  -2.7629
N  0.2191  2.2430  -3.1952
C  0.3719  3.2619  -2.3188
N  0.4336  4.4768  -2.8732
S  0.4960  3.1065  -0.6482
H  0.6165  0.2889  -3.3100
H  -0.9260  0.6468  -2.8137
H  0.0073  2.4512  -4.1608
H  0.4181  4.6246  -3.8684
H  0.5907  5.2691  -2.2746
C  -1.7198  0.5429  -0.3226
C  -2.9279  0.5740  -0.3757
C  -4.3621  0.6283  -0.4316
C  -5.0888  1.0306  0.6891
C  -6.4713  1.0820  0.6353
C  -7.1374  0.7329  -0.5313
C  -6.4182  0.3301  -1.6481
C  -5.0354  0.2768  -1.6016
H  -4.5640  1.2984  1.5960
H  -7.0305  1.3937  1.5069
H  -8.2174  0.7730  -0.5698
H  -6.9361  0.0549  -2.5568
H  -4.4707  -0.0418  -2.4679
C  0.5914  -4.2057  -2.3980
N  0.2213  -3.6636  -1.0948
C  -0.1684  -4.4683  -0.0499
C  -0.4811  -3.9785  1.1566
C  -0.3513  -2.5531  1.4011
O  -0.5913  -2.0259  2.4867
N  0.0538  -1.7995  0.3194
C  0.2612  -2.3162  -0.9027
O  0.4909  -1.5140  -1.8342
H  0.3608  -5.2674  -2.4057
H  1.6558  -4.0632  -2.5778
H  0.0292  -3.7054  -3.1823
H  -0.2284  -5.5222  -0.2824
H  -0.8225  -4.6153  1.9565

For the lowest unoccupied orbital energy, the calculation gives -2.20 eV. As for the charge: +1. The value obtained for the relative energy (zero: lowest compared OMol25 entry of this formula, charge and spin) is 5.4 kcal per mole. For the HOMO energy, the calculation gives -0.405 Ha. The value obtained for the gap between HOMO and LUMO is 8.810 eV.

Here are the Löwdin charges for atoms 1 to 2, given in e: 1.127 0.013

***

No. 2
Here is a structure of composition C26H25N8O4SSbSe4Tc from the OMol25 dataset. Energies are from ωB97M-V with the def2-TZVPD basis set.

Element x y z (Å)
Tc  1.6087  -0.1422  0.6465
Se  4.6026  -3.6308  3.3576
Sb  4.1090  -1.2636  3.1075
Se  1.6221  -0.5846  2.8586
Se  3.8502  -0.2968  0.7203
Se  5.4483  0.0861  4.5883
N  -7.0230  -0.9679  2.7181
C  -5.7566  -0.8105  2.1637
C  -4.6282  -1.2721  2.8414
C  -3.3844  -1.2257  2.2369
C  -3.2546  -0.7039  0.9644
C  -4.3637  -0.2313  0.2889
C  -5.6088  -0.2719  0.8845
S  -1.7082  -0.8951  0.0768
O  -1.8806  -0.3933  -1.2650
O  -1.4526  -2.3205  0.1472
N  -0.5269  -0.1754  0.8943
C  -0.9327  0.9030  1.5518
N  -2.0816  1.4784  1.1671
C  -2.4333  2.5703  1.8098
C  -1.6918  3.1185  2.8403
C  -0.5649  2.4042  3.2148
N  -0.2135  1.3052  2.5999
H  -7.0374  -1.0819  3.7197
H  -7.7319  -0.3423  2.3671
H  -4.7368  -1.6854  3.8359
H  -2.5112  -1.5961  2.7541
H  -4.2167  0.1768  -0.6981
H  -6.4767  0.0988  0.3538
H  -3.3660  3.0202  1.4764
H  -1.9788  4.0307  3.3383
H  0.0873  2.7020  4.0263
C  0.8690  4.4209  -1.2557
C  2.1561  3.9710  -1.5006
C  2.4048  2.6233  -1.6105
C  1.3648  1.6930  -1.4667
C  0.0621  2.1560  -1.2813
C  -0.1705  3.5122  -1.1520
N  1.7006  0.3404  -1.4273
C  2.3739  -0.0785  -2.5347
C  2.1122  0.5241  -3.7865
C  2.7533  0.1091  -4.9280
C  3.6953  -0.9072  -4.8790
C  3.9639  -1.5146  -3.6622
C  3.3004  -1.1376  -2.5149
H  0.6855  5.4759  -1.1117
H  2.9778  4.6728  -1.5784
H  3.4197  2.2578  -1.7404
H  -0.7613  1.4564  -1.2096
H  -1.1791  3.8577  -0.9492
H  1.3832  1.3235  -3.8371
H  2.5204  0.5939  -5.8698
H  4.2172  -1.2180  -5.7734
H  4.7088  -2.2968  -3.6074
H  3.5310  -1.6423  -1.5816
C  0.3660  -2.3855  -2.1695
C  0.7746  -2.9374  -0.8580
N  1.3722  -2.3427  0.1625
C  1.6066  -3.3302  1.0975
C  1.1452  -4.5134  0.6380
N  0.6395  -4.2539  -0.6039
H  1.2227  -2.3174  -2.8450
H  -0.0678  -1.3938  -2.0653
H  -0.3929  -3.0250  -2.6205
H  2.0756  -3.1623  2.0541
H  1.1542  -5.4829  1.0860
H  0.1561  -4.8972  -1.2073
O  2.0586  3.6301  2.0394
N  2.3559  2.4458  1.9392
O  1.6768  1.7705  1.0238

Its spin multiplicity is 4. For the lowest unoccupied orbital energy (alpha / beta), the calculation gives 3.80 / 3.80 eV. As for the charge: -2. The value obtained for the relative energy (zero: lowest compared OMol25 entry of this formula, charge and spin) is 24.9 kcal per mole. For the HOMO energy (alpha / beta), the calculation gives -0.069 / -0.070 Ha. The value obtained for the gap between HOMO and LUMO (alpha / beta) is 5.684 / 5.691 eV. Its expectation value of S² is 3.7807.

Here are the Löwdin charges for atoms 1 to 2, given in e: 0.900 -0.266

***

No. 3
Here is a cluster of 2 separate species, C26H25O8 in total from the OMol25 dataset. Energies are from ωB97M-V with the def2-TZVPD basis set.

Element x y z (Å)
C  0.9108  1.8321  3.8741
C  1.8981  1.5778  2.7371
C  3.3175  1.5610  3.3019
O  1.6576  0.3100  2.0960
C  0.4445  0.2651  1.4251
O  -0.3215  -0.6670  1.6252
C  0.1217  1.3917  0.5642
C  -1.2713  1.5012  0.1419
C  -2.2626  1.6790  1.3003
C  -2.5175  2.9222  1.8825
C  -3.4135  2.9967  2.9556
C  -4.0446  1.8435  3.4286
C  -3.8010  0.6058  2.8246
C  -2.8887  0.5277  1.7757
C  0.7817  2.6446  0.8894
O  0.3993  3.7208  0.4643
O  1.8711  2.6108  1.7393
H  -0.1337  1.9214  3.5464
H  0.9841  1.0105  4.5978
H  1.2026  2.7582  4.3815
H  4.0331  1.4493  2.4854
H  3.4966  2.5068  3.8191
H  3.4262  0.7378  4.0108
H  -1.3410  2.3163  -0.5922
H  -1.4939  0.5195  -0.2808
H  -2.0100  3.8053  1.4841
H  -3.6161  3.9662  3.4082
H  -4.7364  1.8991  4.2703
H  -4.3039  -0.3066  3.1412
H  -2.6504  -0.4330  1.3164
C  2.6449  -3.7492  -3.3205
C  3.3612  -2.5472  -2.7269
C  4.8391  -2.8757  -2.4970
O  3.2898  -1.3923  -3.5834
C  2.1319  -0.6506  -3.6099
O  1.9670  0.1490  -4.5062
C  1.1506  -0.8736  -2.5297
C  -0.0113  -0.1404  -2.5411
C  -1.3344  -0.6442  -2.2683
C  -1.6237  -1.9368  -1.7448
C  -2.8891  -2.2180  -1.2238
C  -3.9143  -1.2644  -1.2876
C  -3.6853  -0.0293  -1.9105
C  -2.4322  0.2507  -2.4376
C  1.5549  -1.6991  -1.3866
O  0.8636  -1.9126  -0.4142
O  2.8334  -2.2089  -1.4267
H  1.6034  -3.5256  -3.5704
H  3.1748  -4.0655  -4.2265
H  2.6860  -4.5731  -2.5976
H  5.3549  -1.9967  -2.0998
H  4.9129  -3.6979  -1.7776
H  5.3042  -3.1801  -3.4395
H  0.0492  0.8270  -3.0389
H  -0.8479  -2.7008  -1.7519
H  -3.0883  -3.2093  -0.8037
H  -4.9104  -1.4968  -0.8984
H  -4.4907  0.7030  -2.0271
H  -2.2332  1.1848  -2.9683

For the lowest unoccupied orbital energy, the calculation gives 1.24 eV. As for the charge: -1. For the HOMO energy, the calculation gives -0.135 Ha. The value obtained for the gap between HOMO and LUMO is 4.909 eV.

Here are the Löwdin charges for atoms 1 to 2, given in e: 0.019 -0.543

***

No. 4
Here is a structure of composition C26H26AuN2OPTe from the OMol25 dataset. Energies are from ωB97M-V with the def2-TZVPD basis set.

Element x y z (Å)
Au  -0.6244  0.7672  0.8937
N  1.1825  2.4428  -0.7801
P  1.3930  0.9005  -0.1221
C  2.9011  0.9760  0.8090
C  2.9020  1.3162  2.1620
C  4.1072  1.4799  2.8209
C  5.3031  1.3141  2.1309
C  5.3020  0.9882  0.7812
C  4.1005  0.8156  0.1096
C  1.4953  -0.2701  -1.4607
C  2.1813  -1.4740  -1.2849
C  2.2025  -2.3977  -2.3170
C  1.5407  -2.1256  -3.5084
C  0.8552  -0.9284  -3.6799
C  0.8301  0.0055  -2.6571
C  0.0130  3.1904  -0.7286
C  -0.0671  4.4552  -1.3013
C  -1.2556  5.1474  -1.2053
C  -2.3467  4.5740  -0.5522
C  -2.1975  3.3233  -0.0147
N  -1.0350  2.6401  -0.1022
H  2.0130  2.9270  -1.0885
H  1.9718  1.4502  2.6995
H  4.1167  1.7341  3.8727
H  6.2444  1.4388  2.6516
H  6.2361  0.8609  0.2503
H  4.1023  0.5465  -0.9405
H  2.6878  -1.6892  -0.3516
H  2.7360  -3.3312  -2.1915
H  1.5652  -2.8492  -4.3132
H  0.3521  -0.7188  -4.6144
H  0.3135  0.9486  -2.7988
H  0.7908  4.8749  -1.8103
H  -1.3381  6.1354  -1.6401
H  -3.2894  5.0936  -0.4617
H  -3.0004  2.8264  0.5138
C  -4.6366  0.6463  2.9189
C  -3.5122  0.0996  2.1107
C  -3.6314  -1.2781  1.5742
O  -2.5100  0.8098  1.9361
H  -4.9794  -0.0990  3.6399
H  -5.4807  0.8314  2.2462
H  -4.3561  1.5671  3.4218
H  -4.6545  -1.4781  1.2550
H  -3.4181  -1.9671  2.4002
H  -2.9287  -1.4772  0.7710
Te  0.2335  -1.4573  1.9263
C  -0.6603  -2.8243  0.5771
C  -0.8238  -4.1140  1.0683
C  -1.3787  -5.0920  0.2542
C  -1.7819  -4.7830  -1.0381
C  -1.6195  -3.4920  -1.5192
C  -1.0518  -2.5101  -0.7171
H  -0.5272  -4.3710  2.0794
H  -1.5009  -6.0969  0.6377
H  -2.2216  -5.5461  -1.6663
H  -1.9301  -3.2438  -2.5275
H  -0.9148  -1.5129  -1.1191

For the lowest unoccupied orbital energy, the calculation gives -7.19 eV. As for the charge: +2. The value obtained for the relative energy (zero: lowest compared OMol25 entry of this formula, charge and spin) is 0.0 kcal per mole. For the HOMO energy, the calculation gives -0.494 Ha. The value obtained for the gap between HOMO and LUMO is 6.255 eV.

Here are the Löwdin charges for atoms 1 to 2, given in e: 0.786 -0.065

***

No. 5
Here is a structure of composition C26H26CrF4N4O2 from the OMol25 dataset. Energies are from ωB97M-V with the def2-TZVPD basis set.

Element x y z (Å)
Cr  0.1188  -0.3284  -0.3350
C  3.6807  -0.5410  -0.6256
C  2.9254  -0.2756  0.6691
N  1.6968  -1.1017  0.8627
C  2.0945  -2.5371  0.7354
C  1.0285  -3.5777  1.0330
C  1.1804  -0.8292  2.2391
C  0.6538  0.5961  2.3690
N  -0.0542  0.9014  1.1348
C  -1.0107  1.8642  1.0360
C  -1.7804  1.8916  -0.1315
F  -1.4990  0.9014  -1.0740
C  -2.7852  2.7886  -0.3914
F  -3.4534  2.6989  -1.5442
C  -3.0940  3.7627  0.5348
C  -2.3489  3.7777  1.6996
F  -2.5985  4.7060  2.6242
C  -1.3368  2.8703  1.9528
F  -0.6421  2.9824  3.1001
H  4.3307  0.3082  -0.8378
H  3.0088  -0.6680  -1.4746
H  4.3097  -1.4271  -0.5587
H  2.6260  0.7683  0.7259
H  3.5877  -0.4665  1.5198
H  2.9476  -2.6912  1.4055
H  2.4519  -2.6806  -0.2831
H  0.7192  -3.5842  2.0771
H  1.4553  -4.5581  0.8184
H  0.1457  -3.4571  0.4109
H  1.9734  -1.0198  2.9687
H  0.3620  -1.5164  2.4255
H  1.4665  1.3051  2.5590
H  -0.0019  0.6233  3.2406
H  -3.8790  4.4831  0.3584
C  2.1156  3.3296  -2.0254
C  1.5504  2.4075  -1.1376
N  1.1796  1.1992  -1.5102
C  1.3311  0.8394  -2.8071
C  1.8845  1.6903  -3.7657
C  2.2842  2.9694  -3.3370
C  2.0182  1.2366  -5.1207
C  1.6165  -0.0017  -5.4706
C  1.0441  -0.8951  -4.5033
C  0.6124  -2.1942  -4.8298
C  0.0717  -2.9869  -3.8547
C  -0.0472  -2.4867  -2.5541
N  0.3531  -1.2715  -2.2122
C  0.8979  -0.4791  -3.1796
H  2.4063  4.3076  -1.6695
H  1.3846  2.6595  -0.0960
H  2.7200  3.6591  -4.0496
H  2.4468  1.9094  -5.8523
H  1.7136  -0.3473  -6.4921
H  0.7088  -2.5481  -5.8492
H  -0.2781  -3.9865  -4.0686
H  -0.5158  -3.0708  -1.7756
C  -3.0193  -2.0630  1.9964
O  -1.8611  -1.2990  1.6076
C  -1.4225  -1.5181  0.3497
O  -1.9879  -2.3340  -0.3557
H  -3.2529  -1.7479  3.0080
H  -2.7991  -3.1285  1.9667
H  -3.8520  -1.8553  1.3282

Its spin multiplicity is 4. For the lowest unoccupied orbital energy (alpha / beta), the calculation gives -3.63 / -3.77 eV. As for the charge: +1. The value obtained for the relative energy (zero: lowest compared OMol25 entry of this formula, charge and spin) is 0.0 kcal per mole. For the HOMO energy (alpha / beta), the calculation gives -0.377 / -0.387 Ha. The value obtained for the gap between HOMO and LUMO (alpha / beta) is 6.645 / 6.754 eV. Its expectation value of S² is 3.8046.

Here are the Löwdin charges for atoms 1 to 2, given in e: 0.878 -0.059

***

No. 6
Here is a structure of composition C26H26CrFN3O3STe2 from the OMol25 dataset. Energies are from ωB97M-V with the def2-TZVPD basis set.

Element x y z (Å)
Cr  1.1289  3.4199  1.2298
C  -0.8452  -3.5994  3.6295
C  -1.7287  -2.3471  3.6513
N  -1.2664  -1.2430  2.8139
C  -0.6365  -0.1893  3.3848
C  -0.0816  0.8771  2.6715
C  0.4852  1.9347  3.6104
O  0.2582  1.8733  4.8021
O  1.1888  2.8795  3.0298
C  -0.1759  0.9058  1.2625
O  0.3502  1.7793  0.4639
C  -0.9968  -0.1472  0.6530
C  -1.1189  -0.3132  -0.7144
C  -1.6994  -1.4369  -1.2560
F  -1.8611  -1.5163  -2.6079
C  -2.0272  -2.5950  -0.5425
C  -2.0073  -2.4225  0.8415
C  -1.4221  -1.2764  1.4482
N  -2.3469  -3.8483  -1.0763
C  -3.6716  -4.4175  -0.7962
C  -3.6187  -5.9681  -0.6451
N  -2.9049  -6.5429  -1.8766
C  -1.4899  -6.0354  -2.1187
C  -1.5076  -4.5137  -2.0494
H  -1.0947  -4.2509  4.4745
H  0.1903  -3.3105  3.6862
H  -0.8864  -4.1631  2.6810
H  -1.7781  -1.9067  4.6570
H  -2.7717  -2.5113  3.3684
H  -0.6271  -0.2575  4.4657
H  -0.6971  0.4656  -1.3282
H  -2.2443  -3.2305  1.5305
H  -4.4001  -4.1634  -1.6206
H  -4.0921  -3.9154  0.1088
H  -4.6167  -6.4005  -0.6946
H  -3.0281  -6.2288  0.2424
H  -3.4925  -6.3503  -2.7089
H  -2.8666  -7.5961  -1.8240
H  -1.1852  -6.4315  -3.1006
H  -0.7952  -6.4267  -1.3850
H  -1.7994  -4.0725  -3.0314
H  -0.4597  -4.2575  -1.8389
Te  3.9952  3.4158  1.5542
C  5.2172  3.5131  -0.1656
C  5.6354  4.7296  -0.7388
C  6.3045  4.7596  -1.9517
C  6.6532  3.5277  -2.5505
C  6.2738  2.3024  -2.0008
C  5.5214  2.3284  -0.7958
H  5.4403  5.6596  -0.1873
H  6.5608  5.7068  -2.4612
H  7.2576  3.5141  -3.4714
H  6.5225  1.3498  -2.4933
H  5.1209  1.4243  -0.3776
Te  -0.1421  6.0425  1.6578
C  -0.5164  7.0391  -0.1403
C  0.2340  7.1640  -1.2906
C  -0.4697  7.7829  -2.3422
C  -1.7300  8.1844  -2.0288
S  -2.1357  7.7231  -0.4283
H  1.3236  6.8817  -1.3230
H  -0.0014  7.9881  -3.2971
H  -2.4250  8.7133  -2.6592

Its spin multiplicity is 5. For the lowest unoccupied orbital energy (alpha / beta), the calculation gives -2.53 / -2.53 eV. The value obtained for the relative energy (zero: lowest compared OMol25 entry of this formula, charge and spin) is 17.6 kcal per mole. For the HOMO energy (alpha / beta), the calculation gives -0.174 / -0.183 Ha. The value obtained for the gap between HOMO and LUMO (alpha / beta) is 2.212 / 2.445 eV. Its expectation value of S² is 6.0256.

Here are the Löwdin charges for atoms 1 to 2, given in e: 0.306 -0.056

***

Number 1: strongest force on any atom 0.810 eV/Å. Number 2: strongest force on any atom 4.771 eV/Å. Number 3: strongest force on any atom 3.473 eV/Å. Number 4: strongest force on any atom 0.268 eV/Å. Number 5: strongest force on any atom 0.457 eV/Å. Number 6: strongest force on any atom 2.942 eV/Å.